i.
The following is a quantum chemistry calculation of an isolated molecule of C19H26N2O4S, from the OMol25 dataset.

Each line ends with the Löwdin charge.
CARTESIAN COORDINATES (ANGSTROEM)
S  4.428  -2.078  -0.163  0.673
O  -6.478  1.371  0.462  -0.018
O  -1.822  -2.804  -0.403  0.108
O  -6.205  -0.742  -1.435  -0.017
O  4.466  1.825  0.369  -0.217
N  3.337  -0.049  -1.422  0.005
N  2.329  -0.688  0.582  -0.120
C  1.888  -1.791  1.411  -0.188
C  5.620  1.454  -0.361  -0.238
C  -5.336  0.631  0.360  -0.195
C  -4.047  -1.177  -0.562  0.081
C  -7.588  0.788  -0.188  -0.143
C  5.277  1.418  -1.847  -0.145
C  -0.497  -1.239  0.823  -0.253
C  4.520  0.140  -2.225  -0.228
C  0.564  -2.340  0.882  -0.117
C  -1.784  -1.749  0.190  -0.325
C  -2.982  -0.879  0.287  -0.145
C  -7.180  0.269  -1.565  -0.147
C  -5.209  -0.428  -0.550  -0.184
C  4.636  1.688  1.756  -0.112
C  1.373  0.394  0.589  -0.150
C  3.305  -0.864  -0.342  -0.802
C  -4.270  0.939  1.199  0.014
C  -3.106  0.202  1.162  -0.033
C  0.038  -0.061  -0.007  -0.109
H  5.469  2.303  2.116  0.089
H  0.219  -3.153  1.522  0.127
H  4.826  0.643  2.027  0.090
H  -0.675  0.765  -0.011  0.115
H  1.769  1.272  0.078  0.115
H  0.715  -2.747  -0.120  0.129
H  6.195  1.467  -2.432  0.114
H  2.710  0.741  -1.429  0.121
H  -8.346  1.569  -0.265  0.133
H  6.422  2.184  -0.171  0.123
H  0.191  -0.389  -1.037  0.135
H  3.711  2.024  2.221  0.084
H  -3.961  -2.005  -1.249  0.135
H  2.657  -2.564  1.397  0.052
H  -7.975  -0.045  0.414  0.140
H  4.222  0.183  -3.278  0.118
H  5.157  -0.734  -2.072  0.059
H  4.670  2.296  -2.078  0.114
H  -2.312  0.463  1.842  0.108
H  -6.779  1.100  -2.161  0.140
H  -0.707  -0.894  1.840  0.142
H  5.971  0.466  -0.032  0.105
H  -4.388  1.763  1.885  0.122
H  -8.025  -0.181  -2.086  0.134
H  1.770  -1.430  2.439  0.129
H  1.217  0.676  1.638  0.131

Values from the calculation:
highest occupied orbital energy: -7.783 eV
LUMO level: 0.42 eV
frontier orbital gap: 0.301 Eh


ii.
The following is a quantum chemistry calculation of an isolated molecule of C19H26N2O4S, from the OMol25 dataset.

Each line ends with the Löwdin charge.
CARTESIAN COORDINATES (ANGSTROEM)
S  0.439  3.048  -0.636  0.998
O  -2.694  1.567  -1.048  0.072
O  0.753  -0.793  1.836  0.104
O  3.525  -1.576  1.341  -0.032
O  5.766  -1.044  -0.387  -0.117
N  -2.673  -0.387  0.078  0.073
N  0.109  0.552  0.109  -0.022
C  6.844  -0.753  -1.241  -0.079
C  2.276  -0.120  0.038  0.007
C  1.022  -0.205  0.814  -0.373
C  -3.759  -1.008  -0.648  -0.181
C  -2.235  0.860  -0.178  -0.433
C  0.676  1.245  -1.003  -0.431
C  4.556  -0.436  -0.608  -0.174
C  0.203  2.903  2.088  -0.088
C  3.115  1.058  -1.887  -0.020
C  -6.140  -1.889  -0.462  -0.268
C  -1.832  3.653  0.826  -0.093
C  -0.644  2.706  0.832  -0.697
C  -5.902  -3.240  -1.127  -0.115
C  4.343  0.449  -1.658  -0.002
C  -1.025  1.212  0.706  -0.189
C  3.499  -0.746  0.284  -0.123
C  2.086  0.765  -1.028  -0.171
C  4.692  -2.256  1.745  -0.057
C  -4.916  -1.362  0.286  -0.203
H  -0.408  2.772  2.980  0.089
H  6.634  -1.048  -2.274  0.098
H  7.110  0.309  -1.209  0.098
H  -5.166  -3.162  -1.923  0.063
H  2.987  1.746  -2.706  0.117
H  4.392  -2.820  2.628  0.098
H  -4.084  -0.286  -1.399  0.125
H  1.023  2.187  2.121  0.080
H  5.047  -2.944  0.975  0.096
H  -4.582  -2.109  1.010  0.111
H  -2.376  3.575  -0.109  0.067
H  -2.214  -0.939  0.787  0.147
H  7.677  -1.343  -0.862  0.096
H  -6.963  -1.987  0.250  0.103
H  5.493  -1.563  2.010  0.097
H  5.156  0.681  -2.326  0.104
H  -3.386  -1.905  -1.152  0.121
H  0.624  3.906  2.096  0.079
H  -6.441  -1.160  -1.217  0.107
H  -6.827  -3.613  -1.560  0.068
H  0.131  1.057  -1.935  0.129
H  -5.549  -3.967  -0.399  0.073
H  -1.485  4.676  0.948  0.081
H  -5.198  -0.462  0.838  0.113
H  -2.503  3.408  1.648  0.093
H  -1.172  0.789  1.706  0.160

Values from the calculation:
highest occupied orbital energy: -8.239 eV
LUMO level: 0.67 eV
frontier orbital gap: 0.327 Eh


Sorted by energy, starting with the most stable: ii, i.


i.
The following is a quantum chemistry calculation of a cluster of 6 separate species, C6H27N2O5 in total, from the OMol25 dataset.

Each line ends with the Löwdin charge.
CARTESIAN COORDINATES (ANGSTROEM)
O  2.405  -2.263  -1.772  -0.051
O  -1.982  2.244  0.176  -0.044
O  0.768  4.271  -1.257  -0.041
O  3.506  0.407  -1.065  -0.058
O  -1.712  0.254  -2.619  -0.053
N  0.575  0.977  -0.365  0.242
N  -3.141  -1.310  1.181  -0.010
C  1.279  1.416  1.989  -0.038
C  0.018  -2.004  1.481  -0.168
C  0.466  0.492  1.080  -0.329
C  -0.999  -2.331  0.316  -0.177
C  1.061  -0.932  1.192  -0.175
C  -2.070  -1.255  0.156  -0.305
H  -1.391  -3.372  0.460  0.125
H  1.635  -1.154  0.285  0.078
H  2.288  1.678  1.674  0.090
H  1.941  -0.875  1.898  0.137
H  0.170  4.543  -1.960  0.053
H  1.171  1.023  3.017  0.111
H  -3.553  -2.222  1.186  0.059
H  -3.037  -1.014  2.175  0.088
H  -2.371  0.774  -3.115  0.072
H  -2.912  1.984  0.043  0.069
H  -1.872  -0.150  0.013  0.065
H  -2.082  3.185  0.335  0.058
H  -0.639  -2.628  -0.688  0.105
H  1.413  0.670  -0.801  0.095
H  3.101  -0.455  -1.269  -0.011
H  -0.269  0.664  -0.882  0.116
H  -0.548  -1.860  2.414  0.116
H  -2.328  -0.100  -1.972  -0.009
H  -2.688  -1.341  -0.787  0.108
H  1.805  -2.936  -2.123  0.065
H  4.357  0.043  -0.759  0.077
H  2.739  -1.899  -2.599  0.057
H  0.873  2.431  1.877  0.083
H  0.639  -2.963  1.521  0.134
H  -0.575  0.400  1.408  0.120
H  0.568  2.010  -0.315  0.124
H  1.391  3.600  -1.527  0.023

Values from the calculation:
total charge: +1
highest occupied orbital energy: -12.065 eV
LUMO level: -2.62 eV
frontier orbital gap: 0.347 Eh


ii.
The following is a quantum chemistry calculation of a cluster of 6 separate species, C6H27N2O5 in total, from the OMol25 dataset.

Each line ends with the Löwdin charge.
CARTESIAN COORDINATES (ANGSTROEM)
O  -4.416  -0.741  -0.688  -0.069
O  3.783  -0.389  -1.113  -0.060
O  -1.511  2.166  1.330  -0.078
O  0.337  2.425  -0.873  -0.047
O  2.581  2.012  0.194  -0.064
N  -1.226  0.342  -1.895  -0.004
N  2.652  -0.113  1.208  0.160
C  -0.824  -1.524  1.435  -0.170
C  -1.138  -2.017  -2.151  0.003
C  1.652  -1.194  1.580  -0.133
C  -1.482  -0.731  0.255  -0.168
C  -0.789  -0.803  -1.124  -0.373
C  0.331  -0.714  2.141  -0.182
H  -2.520  1.953  1.364  0.133
H  1.417  -1.726  0.653  0.105
H  3.054  -0.278  -1.772  0.090
H  -0.384  2.614  -0.233  0.046
H  3.466  -0.191  1.651  0.100
H  -4.526  -1.587  -1.160  0.054
H  0.327  -0.845  -0.868  0.120
H  2.862  -0.092  0.157  0.072
H  -2.367  -1.237  0.209  0.050
H  -5.363  -0.491  -0.627  0.062
H  -1.295  0.116  -2.876  0.082
H  -0.428  -2.489  1.110  0.097
H  0.156  0.316  2.055  0.055
H  0.246  -0.790  3.373  0.172
H  2.327  0.801  1.415  0.094
H  3.963  0.603  -0.911  0.106
H  -1.183  -2.868  -1.532  0.061
H  -2.000  -1.798  -2.544  0.009
H  1.678  2.173  -0.114  -0.016
H  -2.156  0.792  -1.586  0.139
H  2.098  -1.831  2.396  0.149
H  2.872  2.905  0.262  0.069
H  0.034  1.604  -1.262  -0.005
H  -1.629  -1.979  2.136  0.141
H  -1.574  0.293  0.624  0.070
H  -1.441  2.715  2.097  0.049
H  -0.302  -2.169  -2.805  0.079

Values from the calculation:
total charge: +1
highest occupied orbital energy: -12.070 eV
LUMO level: -2.49 eV
frontier orbital gap: 0.352 Eh


Sorted by energy, starting with the most stable: i, ii.


i.
The following is a quantum chemistry calculation of a cluster of 2 separate species, C2H4O2 in total, from the OMol25 dataset.

Each line ends with the Löwdin charge.
CARTESIAN COORDINATES (ANGSTROEM)
O  -4.240  0.016  0.202  0.032
O  0.146  1.303  -0.168  -0.171
C  -3.436  -0.679  -0.201  0.014
C  0.126  -0.102  -0.289  -0.196
H  0.908  -0.499  -1.042  0.101
H  -0.948  -0.300  -0.452  0.016
H  0.312  1.598  -1.107  0.099
H  0.481  -0.460  0.769  0.106

Values from the calculation:
highest occupied orbital energy: -10.292 eV
LUMO level: 0.96 eV
frontier orbital gap: 0.414 Eh


ii.
The following is a quantum chemistry calculation of an isolated molecule of C2H4O2, from the OMol25 dataset.

Each line ends with the Löwdin charge.
CARTESIAN COORDINATES (ANGSTROEM)
O  0.623  -0.962  1.008  0.055
O  -1.259  -1.286  -0.244  0.095
C  0.108  0.840  -0.428  -0.044
C  -0.349  -0.565  0.069  -0.540
H  0.289  -1.794  1.234  0.066
H  -0.229  0.967  -1.621  0.131
H  -0.459  1.708  0.250  0.127
H  1.276  1.091  -0.269  0.110

Values from the calculation:
highest occupied orbital energy: -10.950 eV
LUMO level: 0.76 eV
frontier orbital gap: 0.430 Eh


iii.
The following is a quantum chemistry calculation of a cluster of 2 separate species, C2H4O2 in total, from the OMol25 dataset.

Each line ends with the Löwdin charge.
CARTESIAN COORDINATES (ANGSTROEM)
O  1.220  1.626  -0.134  0.090
O  -1.200  0.731  -1.230  0.080
C  -0.341  -0.032  -0.877  -0.270
C  0.956  0.456  -0.224  -0.243
H  -0.423  -1.131  -1.006  0.112
H  -1.181  -0.410  1.550  0.058
H  -0.663  -0.895  1.777  0.060
H  1.631  -0.345  0.144  0.113

Values from the calculation:
highest occupied orbital energy: -10.161 eV
LUMO level: -0.89 eV
frontier orbital gap: 0.341 Eh


Sorted by energy, starting with the most stable: ii, i, iii.


i.
The following is a quantum chemistry calculation of a cluster of 2 separate species, C3H6F3NO in total, from the OMol25 dataset.

Each line ends with the Löwdin charge.
CARTESIAN COORDINATES (ANGSTROEM)
F  2.581  -0.057  -1.291  0.141
F  4.065  -0.499  0.271  0.009
F  2.998  1.478  0.240  0.139
O  1.198  -1.660  0.422  0.033
N  -0.176  1.242  0.440  0.042
C  1.657  -0.473  0.777  -0.126
C  2.766  0.170  0.004  -0.520
C  -0.988  0.467  -0.409  -0.244
H  -0.572  -0.247  -1.160  0.071
H  -1.581  1.186  -0.904  0.062
H  0.499  1.766  0.021  -0.026
H  -1.512  -0.245  0.303  0.092
H  1.414  -1.892  -0.554  0.173
H  1.652  -0.387  1.903  0.156

Values from the calculation:
highest occupied orbital energy (alpha / beta): -8.718 / -9.698 eV
LUMO level (alpha / beta): -0.03 / -0.02 eV
frontier orbital gap (alpha / beta): 0.319 / 0.356 Eh


ii.
The following is a quantum chemistry calculation of a cluster of 2 separate species, C3H6F3NO in total, from the OMol25 dataset.

Each line ends with the Löwdin charge.
CARTESIAN COORDINATES (ANGSTROEM)
F  2.286  0.423  1.426  0.009
F  2.112  1.101  -0.666  0.000
F  2.488  -1.059  -0.213  -0.045
O  -1.328  0.393  0.160  -0.113
N  -0.665  -1.690  1.028  0.120
C  -1.240  1.397  -0.916  -0.003
C  -0.623  -0.747  0.055  -0.218
C  1.780  0.092  0.199  -0.433
H  -1.142  0.847  -1.839  0.088
H  0.120  -2.444  1.094  0.175
H  -0.321  -0.992  -0.872  0.088
H  -0.860  -1.284  1.946  0.118
H  -0.398  2.171  -0.778  0.121
H  -2.208  1.789  -0.626  0.092

Values from the calculation:
highest occupied orbital energy (alpha / beta): -7.564 / -7.565 eV
LUMO level (alpha / beta): 0.48 / 0.48 eV
frontier orbital gap (alpha / beta): 0.295 / 0.296 Eh


Sorted by energy, starting with the most stable: ii, i.


i.
The following is a quantum chemistry calculation of the ion C3H9N2OS2 with charge +1, from the OMol25 dataset.

Each line ends with the Löwdin charge.
CARTESIAN COORDINATES (ANGSTROEM)
S  0.810  -2.303  0.866  0.486
S  0.231  -1.970  2.787  0.380
O  -0.832  2.195  -0.672  0.070
N  0.491  1.295  -2.249  0.215
N  -1.310  0.156  0.723  0.188
C  0.926  -0.614  0.159  -0.497
C  -0.265  1.238  -1.176  -0.492
C  -0.437  -0.147  -0.437  -0.257
H  -1.894  0.999  0.454  0.178
H  1.224  0.126  0.917  0.096
H  0.881  0.540  -2.789  0.132
H  -2.022  -0.546  0.951  0.176
H  1.408  -1.968  3.328  -0.197
H  -0.747  0.427  1.531  0.133
H  -0.859  -0.922  -1.080  0.156
H  1.742  -0.676  -0.579  0.086
H  0.653  2.171  -2.735  0.146

Values from the calculation:
total charge: +1
highest occupied orbital energy: -13.374 eV
LUMO level: -3.17 eV
frontier orbital gap: 0.375 Eh


ii.
The following is a quantum chemistry calculation of the ion C3H9N2OS2 with charge +1, from the OMol25 dataset.

Each line ends with the Löwdin charge.
CARTESIAN COORDINATES (ANGSTROEM)
S  2.306  -0.957  0.300  0.383
S  3.206  -0.979  2.109  0.252
O  -2.346  0.698  -0.770  0.059
N  -0.961  0.061  -2.405  0.194
N  -1.075  0.007  1.345  0.196
C  -0.366  -0.295  0.007  -0.333
C  -1.303  0.173  -1.147  -0.514
C  0.941  0.307  0.032  -0.481
H  -0.294  -1.448  -0.082  0.172
H  -1.976  0.486  0.987  0.165
H  -0.645  0.779  1.899  0.171
H  0.976  1.280  0.463  0.088
H  1.121  0.465  -1.233  0.163
H  -1.801  0.423  -3.026  0.214
H  3.643  0.470  2.142  -0.067
H  -0.352  -0.682  -2.690  0.125
H  -1.074  -0.787  2.071  0.213

Values from the calculation:
total charge: +1
highest occupied orbital energy: -12.276 eV
LUMO level: -3.44 eV
frontier orbital gap: 0.325 Eh


Sorted by energy, starting with the most stable: i, ii.


i.
The following is a quantum chemistry calculation of a cluster of 2 separate species, C3H10NO2S in total, from the OMol25 dataset.

Each line ends with the Löwdin charge.
CARTESIAN COORDINATES (ANGSTROEM)
S  -0.465  2.459  -2.323  0.919
O  1.137  1.087  -0.992  -0.117
O  0.575  2.214  -1.150  -0.589
N  0.011  -0.417  0.426  -0.225
C  -0.865  -1.091  -0.434  -0.022
C  1.214  -1.055  0.841  0.014
C  -0.572  0.506  1.368  0.002
H  1.810  -1.185  -0.013  0.109
H  -1.813  -1.397  0.100  0.147
H  0.852  -2.000  1.226  0.140
H  0.245  1.197  1.697  0.135
H  1.735  -0.562  1.506  0.061
H  -1.371  1.022  0.963  0.078
H  -0.962  -0.112  2.260  0.164
H  -0.291  -1.941  -0.925  0.143
H  -1.160  -0.346  -1.206  0.103
H  -0.082  1.621  -3.343  -0.062

Values from the calculation:
total charge: +1
highest occupied orbital energy (alpha / beta): -13.921 / -13.489 eV
LUMO level (alpha / beta): -5.35 / -6.46 eV
frontier orbital gap (alpha / beta): 0.315 / 0.258 Eh


ii.
The following is a quantum chemistry calculation of a cluster of 2 separate species, C3H10NO2S in total, from the OMol25 dataset.

Each line ends with the Löwdin charge.
CARTESIAN COORDINATES (ANGSTROEM)
S  2.227  0.688  0.208  1.013
O  1.290  1.542  -0.517  -0.560
O  -0.444  -1.053  0.055  -0.110
N  -1.073  1.488  -1.193  0.130
C  0.440  -1.394  1.120  -0.298
C  1.288  -0.211  1.498  -0.335
C  -1.642  1.028  -2.224  0.081
H  0.441  0.499  1.922  0.149
H  -1.289  1.190  -3.351  0.167
H  1.158  -2.176  0.767  0.129
H  1.858  -0.469  2.329  0.072
H  -1.433  0.988  -0.305  0.162
H  -0.047  1.771  -1.052  0.055
H  -2.574  0.434  -2.059  0.120
H  2.406  -0.432  -0.417  -0.020
H  -1.225  -1.608  -0.096  0.111
H  -0.176  -1.803  1.933  0.137

Values from the calculation:
total charge: +1
highest occupied orbital energy: -13.850 eV
LUMO level: -4.27 eV
frontier orbital gap: 0.352 Eh


Sorted by energy, starting with the most stable: ii, i.